84
Properties=species:S:1:pos:R:3 method="wB97M-V/def2-TZVPD" molar_mass_g_mol=858.550 total_energy_ev=-181641.964 spin_multiplicity=3 e_homo_ha="-0.385 / -0.387" charge=+1 orbital_gap_ev="8.25 / 5.13"
Au -2.1735 1.0420 -1.8944
C -1.3618 0.8532 5.7639
C -0.7052 0.0594 4.6255
C 0.8197 0.2061 4.7150
C -1.0637 -1.4167 4.7974
C -1.1778 0.6039 3.2784
C -1.7360 -0.1883 2.2961
C -2.1146 0.3795 1.0838
Se -2.9093 -0.7860 -0.2185
C -1.3611 -1.6999 -0.9562
C -0.6927 -2.5854 -0.1678
C 0.3715 -3.3552 -0.6884
C 0.6983 -3.2197 -2.0573
C 0.0637 -2.3624 -2.9143
C -0.9905 -1.5232 -2.3544
O -1.5277 -0.6368 -3.0784
C 0.4596 -2.2123 -4.3773
C 0.9672 -0.7807 -4.6400
C 1.5823 -3.1820 -4.7533
C -0.7551 -2.5181 -5.2708
C 1.1774 -4.3020 0.1811
C 2.5993 -3.7206 0.2983
C 1.2443 -5.6903 -0.4773
C 0.5860 -4.4487 1.5838
C -2.0109 1.7551 0.7971
O -2.5078 2.2901 -0.3249
C -1.4102 2.5685 1.7852
C -1.0343 1.9597 2.9759
C -1.1279 4.0800 1.6589
C -1.5058 4.7285 0.3217
C 0.3834 4.2952 1.8606
C -1.8954 4.8297 2.7583
H -1.0780 0.4272 6.7279
H -1.0499 1.8989 5.7627
H -2.4501 0.8247 5.6848
H 1.1794 -0.1468 5.6839
H 1.3121 -0.3783 3.9336
H 1.1265 1.2478 4.6022
H -0.7430 -1.7565 5.7828
H -2.1406 -1.5840 4.7221
H -0.5614 -2.0456 4.0570
H -1.8934 -1.2462 2.4590
H -0.9972 -2.7110 0.8608
H 1.5089 -3.8215 -2.4376
H 1.7720 -0.5180 -3.9478
H 1.3705 -0.7299 -5.6526
H 0.1740 -0.0417 -4.5509
H 2.4972 -2.9946 -4.1863
H 1.2898 -4.2252 -4.6159
H 1.8182 -3.0466 -5.8088
H -1.5802 -1.8325 -5.0889
H -0.4593 -2.4247 -6.3171
H -1.1046 -3.5401 -5.1120
H 3.0692 -3.6071 -0.6797
H 2.5862 -2.7460 0.7904
H 3.2178 -4.3946 0.8936
H 1.8082 -5.6795 -1.4099
H 1.7465 -6.3834 0.1985
H 0.2468 -6.0827 -0.6831
H 0.5983 -3.5049 2.1337
H -0.4388 -4.8260 1.5575
H 1.1852 -5.1613 2.1506
H -0.5921 2.5935 3.7354
H -0.9417 4.3101 -0.5137
H -2.5637 4.6272 0.0950
H -1.2686 5.7926 0.3921
H 0.9596 3.6832 1.1622
H 0.6364 5.3428 1.6848
H 0.7024 4.0414 2.8728
H -2.9723 4.7469 2.6000
H -1.6717 4.4549 3.7578
H -1.6302 5.8887 2.7333
O 2.8856 4.8271 -3.2767
C 1.9178 3.9650 -2.9362
C 2.0303 3.0527 -1.8880
C 0.9648 2.2190 -1.6317
N -0.1651 2.2433 -2.3464
C -0.2497 3.1265 -3.3332
Br -1.8946 3.1245 -4.2579
C 0.7446 4.0082 -3.6839
H 3.6533 4.7342 -2.6986
H 2.9236 3.0033 -1.2788
H 0.9979 1.5077 -0.8144
H 0.6314 4.7146 -4.4925



9
Properties=species:S:1:pos:R:3 method="wB97M-V/def2-TZVPD" molar_mass_g_mol=106.512 de_lowest_kcal_mol=104.9 total_energy_ev=-19668.021 e_homo_ha="-0.315 / -0.315" orbital_gap_ev="8.05 / 8.06" smiles="ClN1C=CON1"
Cl 0.5177 2.1253 -1.7549
N 0.9375 0.2081 -1.0135
C 0.5337 0.4533 0.2778
C -0.5927 -0.1830 0.6024
O -0.9116 -1.0309 -0.3913
N 0.1606 -0.7100 -1.4344
H 1.1208 1.1752 0.7623
H -1.0631 -0.1828 1.5499
H 0.4724 -1.5415 -1.9413



54
Properties=species:S:1:pos:R:3 method="wB97M-V/def2-TZVPD" molar_mass_g_mol=276.414 de_lowest_kcal_mol=51.9 total_energy_ev=-25310.952 e_homo_ha=-0.344 orbital_gap_ev=9.97 smiles=CCO.CCO.CCO.CCO.CCO.CCO
C -1.4507 -4.2567 4.1930
C -0.4657 -3.1231 3.9321
O -1.1606 -1.9041 3.6862
H -2.0994 -4.0501 5.0447
H -0.9793 -5.2296 4.3354
H -2.0905 -4.3449 3.3108
H 0.1882 -3.3879 3.1028
H 0.1867 -3.0066 4.8052
H -1.4263 -1.5616 4.5456
C -2.0964 1.3067 -2.8844
C -1.4952 2.6846 -2.6793
O -2.3008 3.4598 -1.7620
H -2.0436 0.7401 -1.9579
H -1.5742 0.8123 -3.7069
H -3.1338 1.3930 -3.2146
H -1.2835 3.1812 -3.6274
H -0.5520 2.6096 -2.1364
H -2.8564 4.0362 -2.2987
C 2.9554 -2.8471 -0.0108
C 2.4091 -3.0176 -1.4428
O 2.9914 -4.1584 -2.0591
H 4.0327 -3.0245 -0.0533
H 2.4382 -3.5105 0.6811
H 2.8663 -1.8169 0.3409
H 2.7274 -2.1571 -2.0352
H 1.3165 -3.0161 -1.3611
H 3.2461 -4.7563 -1.3487
C 0.4168 0.8289 -0.1424
C -0.2614 -0.1412 0.8199
O -0.0986 0.2893 2.1624
H -0.1747 1.7393 -0.1840
H 0.4954 0.3134 -1.0998
H 1.4278 1.0548 0.1990
H 0.0203 -1.2015 0.7522
H -1.3282 -0.1116 0.5392
H -0.4175 -0.4326 2.7291
C 3.2303 1.0395 -2.1148
C 3.7824 1.1522 -3.5375
O 4.7012 2.2459 -3.6236
H 4.0756 1.0712 -1.4279
H 2.7076 0.0967 -1.9501
H 2.6032 1.9007 -1.8676
H 3.0547 1.1912 -4.3521
H 4.4259 0.2708 -3.6479
H 4.2061 3.0657 -3.5021
C -4.1093 3.0746 2.2605
C -2.8976 2.4720 1.5714
O -3.2798 1.8418 0.3514
H -4.4983 3.9535 1.7296
H -3.8667 3.4889 3.2469
H -4.9456 2.3873 2.3644
H -2.5068 1.7170 2.2650
H -2.0760 3.1764 1.4197
H -3.0366 2.4612 -0.3602



100
Properties=species:S:1:pos:R:3 method="wB97M-V/def2-TZVPD" molar_mass_g_mol=692.688 total_energy_ev=-90071.931 e_homo_ha=-0.477 charge=+2 orbital_gap_ev=5.91
Ti -0.0046 -0.8369 -0.0851
C -0.5603 -2.9209 0.8148
C 0.8292 -2.8386 0.3442
C 0.6827 -1.8321 2.4479
C -0.6028 -2.3571 2.1336
C 1.5644 -2.0727 1.3468
C -1.5940 -3.8868 0.3314
H -1.2357 -4.5148 -0.4894
H -2.5128 -3.3795 0.0023
H -1.8821 -4.5596 1.1534
C -1.6988 -2.6243 3.0914
H -2.6132 -2.9172 2.5689
H -1.9146 -1.7275 3.6820
H -1.4374 -3.4405 3.7823
C 1.1670 -1.3868 3.7735
H 1.6980 -2.2010 4.2885
H 0.3458 -1.0558 4.4146
H 1.8714 -0.5522 3.6828
C 3.0474 -2.0555 1.4882
H 3.3328 -2.7022 2.3355
H 3.4285 -1.0464 1.7032
H 3.5506 -2.4500 0.5988
C 1.4923 -3.8566 -0.5261
H 2.0284 -4.5773 0.1170
H 2.2357 -3.4207 -1.2051
H 0.7757 -4.4391 -1.1148
C -1.6048 -0.1770 -4.9266
C -1.7255 -1.5231 -5.0310
C -0.9353 -2.3611 -5.9967
C 0.5670 -1.9753 -6.1236
C 1.2435 -1.4511 -4.8950
C 1.4942 -0.1248 -4.8011
C 0.7210 0.9445 -5.5218
C -0.7849 0.6215 -5.8777
H -1.3500 -2.2900 -7.0151
H 0.6572 -1.2310 -6.9289
H -1.0106 -3.4199 -5.7078
H -0.7959 0.1378 -6.8649
H -2.3000 0.3730 -4.2963
H -2.5520 -2.0381 -4.5329
H -1.2821 1.5952 -5.9959
H 0.7442 1.8791 -4.9342
H 2.3699 0.2338 -4.2531
H 1.1984 1.1856 -6.4874
H 1.1086 -2.8603 -6.4777
H 1.7345 -2.1769 -4.2412
P -1.3094 -0.8513 -1.9742
P 2.1012 0.1762 -0.9922
C -0.2212 0.5159 -2.6367
C 1.0663 1.2127 -2.1043
H -0.9202 1.3106 -2.9390
H 0.0947 -0.0857 -3.4978
H 1.7247 1.5173 -2.9414
H 0.7629 2.1468 -1.6020
C 3.0051 1.3841 0.0142
H 3.5684 0.8387 0.7824
H 2.3111 2.0691 0.5222
H 3.7001 1.9702 -0.6058
C 3.3352 -0.7774 -1.9250
H 3.8947 -0.1667 -2.6471
H 2.8629 -1.6132 -2.4596
H 4.0447 -1.1949 -1.1960
C -3.0235 -0.3362 -1.9035
H -3.5295 -1.0118 -1.1956
H -3.5196 -0.3845 -2.8818
H -3.0662 0.6830 -1.4857
C -0.8243 -2.5114 -2.5536
H 0.1191 -2.8622 -2.1100
H -0.6920 -2.5778 -3.6437
H -1.6173 -3.2064 -2.2549
O -1.0178 2.0994 -0.4254
C -0.8462 1.9690 0.7928
N -0.9554 2.9971 1.7051
C -0.9077 2.5233 3.0568
C -1.0154 1.0231 2.7811
O -1.4931 0.2644 3.6203
N -0.6285 0.7673 1.4736
C 0.4612 2.7207 3.7063
C 0.7156 2.1181 4.9441
C 1.9737 2.2646 5.5431
C 2.9707 2.9923 4.8837
C 2.7045 3.6070 3.6557
C 1.4393 3.4787 3.0642
C -2.0594 3.0772 3.8811
C -1.8201 3.8941 4.9917
C -2.8999 4.4086 5.7131
C -4.2027 4.1159 5.3144
C -4.4357 3.3433 4.1697
C -3.3587 2.8067 3.4565
H -1.1489 3.9446 1.3933
H -0.0847 1.5732 5.4525
H 2.1460 1.8262 6.5216
H 3.9527 3.0825 5.3321
H 3.4479 4.2118 3.1508
H 1.1946 3.9950 2.1284
H -0.7880 4.1134 5.2784
H -2.6792 5.0151 6.5847
H -5.0358 4.5252 5.8781
H -5.4520 3.1277 3.8372
H -3.5357 2.1791 2.5743



19
Properties=species:S:1:pos:R:3 method="wB97M-V/def2-TZVPD" molar_mass_g_mol=117.148 de_lowest_kcal_mol=64.1 total_energy_ev=-10946.486 e_homo_ha=-0.344 orbital_gap_ev=10.05 smiles="C=NCCCC=O.O"
C 1.8301 1.0005 0.7530
N 0.6780 1.4998 0.7769
C -0.2811 1.4747 -0.3264
C -0.6332 0.1147 -0.9462
C -0.4776 -1.2293 -0.2429
C 1.0091 -1.6247 -0.3093
O 1.5937 -1.7091 -1.3578
H 2.2380 0.5246 -0.1491
H 2.3781 0.8059 1.6647
H 0.0402 2.2021 -1.0799
H -1.1742 1.9189 0.1081
H -1.6844 0.2147 -1.2445
H -0.1926 0.0470 -1.9446
H -0.5718 -1.2129 0.8496
H -1.1087 -1.9768 -0.7063
H 1.4727 -2.0015 0.6193
O -2.8057 0.4286 1.3859
H -1.9660 0.5168 1.8474
H -2.9407 -0.5051 1.2451



16
Properties=species:S:1:pos:R:3 method="wB97M-V/def2-TZVPD" molar_mass_g_mol=103.129 de_lowest_kcal_mol=20.4 total_energy_ev=-9646.771 spin_multiplicity=3 e_homo_ha="-0.541 / -0.708" charge=+2 orbital_gap_ev="6.18 / 9.85"
C 0.7787 -1.4691 -1.2364
C -0.2362 -0.2897 0.6396
N -0.7806 1.1491 1.6888
N 1.3568 -1.2507 -2.4146
N -0.3747 -1.2371 1.4730
N 0.4894 -0.3860 -0.5231
N -1.0457 2.4627 1.0707
H 0.6414 -2.4938 -0.7407
H 1.6634 -2.0846 -2.9480
H 1.4261 -0.2831 -2.6498
H -0.6979 -1.0058 2.4977
H -0.2271 -2.1604 1.3023
H 0.6688 0.5937 -0.9243
H -0.6427 3.3730 1.4639
H -0.9526 2.5320 0.0099
H -2.0673 2.5500 1.2909



51
Properties=species:S:1:pos:R:3 method="wB97M-V/def2-TZVPD" molar_mass_g_mol=308.321 de_lowest_kcal_mol=28.8 total_energy_ev=-32346.760 e_homo_ha=-0.346 orbital_gap_ev=9.05
C -0.1994 2.9722 -2.3600
C 2.0677 2.1030 -1.7742
C 0.7368 1.8129 -1.9932
C 0.1463 0.6990 -1.3473
C 1.0699 -0.2240 -0.7948
C 2.4897 -0.0256 -0.7828
C 2.9548 1.1699 -1.3450
H -0.0368 3.3473 -3.3401
H -0.0517 3.9388 -1.7690
H -1.2226 2.6971 -2.1953
H 2.4932 3.1250 -1.8828
H -0.8778 0.6612 -1.3089
H 0.6494 -1.1771 -0.3736
H 3.0198 -0.8669 -0.2792
H 4.0902 1.2134 -1.5232
H -0.9845 -1.6568 3.0029
H -1.6117 -1.1631 4.2593
O -0.7876 -1.1068 3.8048
H -1.7131 -1.4940 1.1225
H -0.9363 -2.8284 0.7634
O -0.9849 -2.0280 1.4193
H 0.3816 0.7388 3.2599
H 0.4038 0.6425 1.7061
O 0.5537 1.2785 2.4765
H 2.2565 3.5482 1.0516
H 3.1779 2.3554 0.6756
O 3.1309 3.4450 0.6628
H -1.2022 -4.3890 -0.8843
H -0.5636 -3.2514 -1.5456
O -1.1637 -3.4868 -0.8791
H -3.5060 -0.3532 -3.0537
H -2.2598 -1.3850 -3.0686
O -3.2021 -1.1795 -2.7178
H -0.4333 2.8041 2.1173
H -1.8328 2.5497 2.6914
O -1.1839 3.3295 2.2916
H 1.4060 -1.4781 3.5813
H 1.1914 -1.3956 2.0009
O 1.8647 -1.2574 2.6921
H 2.4689 0.7142 2.5036
H 3.4491 -0.1491 2.0601
O 3.3087 0.7337 2.0914
H -3.3340 -1.6478 0.5687
H -3.5394 -0.0596 0.4686
O -3.2690 -0.8061 1.0601
H 1.3115 -1.8055 -3.5624
H 0.1896 -0.9337 -3.0193
O 0.3553 -1.7994 -3.5001
H -2.6980 -2.9267 -0.9545
H -3.9470 -2.2556 -1.4543
O -3.6261 -2.7490 -0.6228



no.,largest force on an atom (eV/A)
1,0.43
2,2.34
3,1.41
4,5.84
5,2.77
6,5.07
7,5.18